The following is a quantum chemistry calculation of a 4-piece molecular cluster, C12H36NO3P2 overall in a non-equilibrium geometry, from the OMol25 dataset.

Output
**HOMO-LUMO gap**: 0.31011 Ha
**Electronic energy**: -1441.72710 Ha
**E_HOMO**: -12.0 eV
**Total charge**: +1

Geometry as XYZ:
```
54
Properties=species:S:1:pos:R:3:forces:R:3:nbo_charge:R:1
C 0.70781 -4.75709 -0.71007 0.227 -0.132 0.126 -0.62
C 0.68225 -3.39062 -0.05777 -0.502 0.070 -0.025 -0.68
P 0.14000 -2.05337 -1.19755 1.107 0.453 -0.765 0.55
C 0.38818 -0.47675 -0.24213 -0.790 -0.936 -0.102 -0.90
P -2.02340 -2.14993 -1.29613 -0.164 -0.119 0.893 0.92
N -2.86193 -3.13056 -0.23924 0.303 0.053 -0.449 -1.12
H -0.27070 -5.09941 -1.03058 -0.187 -0.106 -0.006 0.19
H 1.38559 -4.78567 -1.55504 0.063 0.131 -0.269 0.24
H 1.11704 -5.45663 0.00955 -0.134 -0.306 0.120 0.24
H 1.70028 -3.11363 0.19891 0.200 0.267 -0.003 0.26
H 0.12601 -3.38116 0.87560 -0.111 -0.042 0.172 0.22
H 0.66885 0.30885 -0.92448 0.142 0.230 -0.065 0.26
H -0.52545 -0.23272 0.28085 -0.022 0.477 0.277 0.25
H 1.14160 -0.66962 0.51025 0.260 0.102 0.062 0.26
H -2.48109 -2.51064 -2.56203 0.009 -0.052 0.004 0.04
H -2.48767 -0.84381 -1.09023 0.001 0.031 -0.194 0.03
H -2.43662 -3.19709 0.67808 -0.181 -0.103 0.052 0.42
H -3.10336 -4.03877 -0.61825 -0.107 0.002 0.184 0.43
C 0.76664 2.17503 4.17760 0.055 -0.176 -0.014 -0.63
C 0.41742 2.29830 2.70368 -0.152 0.287 0.286 0.10
C -0.20052 3.64958 2.38665 0.086 -0.112 -0.141 -0.64
O -0.47930 1.24391 2.32101 -0.005 -0.191 -0.145 -0.75
H -0.13289 2.27260 4.79082 -0.010 0.089 -0.014 0.20
H 1.20570 1.19970 4.39072 0.033 0.017 -0.017 0.21
H 1.47317 2.94738 4.48078 -0.010 0.018 0.005 0.22
H 1.31772 2.15243 2.10389 -0.038 -0.110 -0.065 0.17
H -1.12780 3.79070 2.94070 -0.011 0.031 0.070 0.23
H -0.44625 3.72261 1.32654 0.028 0.013 -0.006 0.21
H 0.48212 4.46152 2.64183 -0.001 -0.003 0.009 0.22
H -1.28578 1.35122 2.83952 0.060 0.065 0.004 0.47
C 4.50648 -5.73925 -5.24010 0.096 -0.051 0.073 -0.63
C 3.44566 -5.80822 -4.15412 0.016 0.302 -0.303 0.09
C 2.08128 -5.38229 -4.67440 -0.112 -0.030 0.107 -0.63
O 3.82023 -4.98699 -3.04319 -0.158 -0.063 0.159 -0.73
H 4.60911 -4.71501 -5.60895 -0.070 0.001 -0.039 0.20
H 5.47536 -6.04503 -4.84690 -0.013 -0.036 0.009 0.23
H 4.25373 -6.38354 -6.08246 -0.008 0.011 -0.010 0.22
H 3.38769 -6.82546 -3.76656 0.026 0.021 0.123 0.18
H 2.11017 -4.34504 -5.02038 0.061 -0.016 -0.066 0.20
H 1.33617 -5.44206 -3.87898 -0.012 -0.053 -0.016 0.20
H 1.75232 -6.00971 -5.50304 0.016 0.001 -0.012 0.22
H 3.88620 -4.08026 -3.36559 0.086 -0.057 -0.010 0.46
C -3.57250 7.52515 3.21321 0.004 -0.073 0.131 -0.63
C -2.52088 6.65170 2.54837 -0.286 0.169 -0.213 0.09
C -2.19805 7.13326 1.14258 0.110 -0.106 -0.027 -0.63
O -2.95551 5.28866 2.51617 0.025 -0.055 0.037 -0.73
H -4.50607 7.49693 2.64489 0.027 0.044 -0.064 0.20
H -3.78936 7.16536 4.21890 0.036 0.008 0.009 0.22
H -3.24205 8.56199 3.27844 -0.007 0.009 -0.016 0.22
H -1.61180 6.65490 3.15130 0.012 -0.108 0.028 0.18
H -3.09024 7.09284 0.51174 -0.038 0.063 0.037 0.20
H -1.44119 6.49614 0.68326 0.025 0.014 0.029 0.21
H -1.83018 8.15944 1.15032 -0.015 0.012 -0.005 0.22
H -3.76415 5.25013 1.99200 0.025 0.046 0.054 0.46
```
Forces are in eV/Å.

***

The following is a quantum chemistry calculation of a 6-piece molecular cluster, C12H36O6 overall in a non-equilibrium geometry, from the OMol25 dataset.

Output
**HOMO-LUMO gap**: 0.37365 Ha
**Electronic energy**: -930.15748 Ha
**E_HOMO**: -9.7 eV
**SMILES**: CC(C)O.CC(C)O.CC(C)O.CC(C)O.O.O

Geometry as XYZ:
```
54
Properties=species:S:1:pos:R:3:forces:R:3:nbo_charge:R:1
C -1.52122 2.32302 -3.32196 -0.072 0.022 1.120 -0.63
C -0.40627 2.48376 -2.35333 0.994 2.574 0.231 0.10
C -0.46449 3.80402 -1.60125 0.717 1.776 -0.791 -0.63
O -0.29932 1.56029 -1.34422 0.013 -2.348 0.944 -0.73
H -1.42768 1.29838 -3.68177 -0.557 0.252 -0.712 0.22
H -1.39691 3.15828 -4.01115 -0.293 -0.563 -0.542 0.23
H -2.41412 2.50583 -2.72412 -0.574 -0.330 -0.425 0.20
H 0.50633 2.44402 -2.94805 0.406 -0.004 0.212 0.16
H -1.35931 3.99668 -1.00941 -0.062 -0.580 0.128 0.21
H -0.38894 4.67820 -2.24794 -0.270 0.033 -0.586 0.20
H 0.42940 3.97433 -1.00121 -0.112 -0.569 0.437 0.22
H -1.15319 1.15821 -1.16858 -0.177 -0.062 0.059 0.47
C 4.26182 2.53831 -1.62221 -1.893 0.527 -1.343 -0.64
C 4.01794 1.37924 -0.65654 1.836 0.684 -2.301 0.09
C 4.57848 0.03477 -1.25378 -0.641 0.537 1.419 -0.64
O 4.86623 1.79639 0.38842 -0.122 -0.973 1.980 -0.71
H 5.25453 2.97653 -1.72513 0.464 -0.905 0.202 0.21
H 3.70535 3.41980 -1.30377 -0.361 -0.043 0.125 0.21
H 3.89463 2.27675 -2.61461 0.020 0.180 -0.291 0.19
H 2.97523 1.33386 -0.34224 0.197 -0.105 0.184 0.19
H 5.65606 0.12670 -1.11781 0.144 -0.314 -0.264 0.19
H 4.36797 -0.25153 -2.28423 -0.283 0.456 0.042 0.21
H 4.21592 -0.74149 -0.57994 0.238 -0.318 -0.117 0.23
H 5.73009 1.72697 -0.02453 0.321 0.189 0.433 0.46
C -2.79549 -2.87248 3.00240 -1.807 -0.074 -0.723 -0.65
C -3.65325 -1.67184 3.46621 1.717 0.743 0.515 0.09
C -3.29488 -1.14700 4.85010 -1.486 -1.274 1.594 -0.62
O -3.25612 -0.55004 2.72361 0.461 0.801 -2.325 -0.73
H -1.72675 -2.67621 2.91670 0.079 -0.046 0.994 0.22
H -3.03165 -3.05295 1.95371 -0.347 0.001 -0.127 0.21
H -3.12800 -3.78230 3.50218 0.693 -0.033 0.359 0.22
H -4.71257 -1.72731 3.21549 -0.129 -0.849 0.707 0.18
H -4.10042 -0.50717 5.21042 0.067 0.393 -0.210 0.21
H -2.36430 -0.58104 4.89278 -0.024 -0.307 -0.337 0.22
H -3.29440 -1.93660 5.60153 0.339 -0.240 0.160 0.19
H -2.40466 -0.84820 2.39542 0.345 0.826 -0.466 0.47
C -2.11155 -3.37192 -0.75196 0.806 -0.752 -0.899 -0.64
C -1.01142 -2.33132 -0.49215 -0.616 -0.175 -0.680 0.08
C -0.72607 -1.53634 -1.78813 -0.008 0.575 0.289 -0.65
O -1.57582 -1.44039 0.49293 0.766 -0.014 -0.437 -0.75
H -3.03282 -2.90281 -1.09737 0.020 0.365 -0.068 0.20
H -2.41783 -4.07180 0.02552 0.499 0.327 0.400 0.23
H -1.76182 -3.98163 -1.58505 -0.151 -0.210 -0.129 0.22
H -0.05789 -2.71048 -0.12456 -0.313 -0.275 0.389 0.20
H 0.02534 -0.75467 -1.67646 -0.099 0.023 0.641 0.24
H -1.66984 -1.03522 -2.00329 -0.100 0.114 -0.487 0.18
H -0.35864 -2.02173 -2.69229 -0.438 -0.841 0.242 0.23
H -2.42551 -1.23787 0.09467 -0.406 0.450 0.433 0.48
O 3.44776 -0.91975 2.10001 0.236 -0.383 0.071 -0.96
H 4.08108 -0.20229 2.08077 0.223 0.274 -0.031 0.47
H 2.62895 -0.52520 1.79985 -0.584 0.217 -0.159 0.49
O 0.66416 0.12215 1.06502 0.773 0.016 0.421 -0.98
H 0.46236 0.80324 0.42345 -0.014 0.327 -0.315 0.49
H -0.02651 -0.53014 0.94786 -0.433 -0.097 0.034 0.49
```
Forces are in eV/Å.

***

The following is a quantum chemistry calculation of C12H37AgN8O6 as an isolated structure in a non-equilibrium geometry, from the OMol25 dataset.

Output
**HOMO-LUMO gap**: 0.13330 Ha
**Electronic energy**: -1515.61446 Ha
**E_HOMO**: -6.0 eV

Geometry as XYZ:
```
64
Properties=species:S:1:pos:R:3:forces:R:3:nbo_charge:R:1
Ag -0.42125 -0.53540 -1.54162 -0.289 0.305 -0.350 0.67
C -2.31494 3.37645 -4.43600 -0.924 -1.547 0.873 -0.26
O -2.45024 1.97647 -4.46169 0.615 0.749 0.316 -0.79
H -2.49669 3.81534 -5.41705 0.492 0.203 -0.403 0.14
H -3.05076 3.84471 -3.78224 -0.838 0.154 0.231 0.10
H -1.41998 3.75200 -3.93991 0.934 -0.030 -0.557 0.13
C 3.02116 2.52694 0.66048 0.147 -0.123 0.246 -0.61
C 3.58289 1.17233 1.16210 0.175 0.732 -1.217 -0.08
C 4.85519 1.16949 1.95939 1.693 0.999 2.248 -0.07
O 4.81424 1.82079 3.30287 -0.917 -0.773 -0.514 -0.57
C 5.84355 1.33188 4.17264 0.254 0.459 -1.187 -0.25
N 2.55930 0.41153 1.78815 -1.208 -0.663 0.770 -0.83
H 3.58182 2.95449 -0.17078 0.560 0.086 0.377 0.21
H 2.93351 3.23135 1.48766 0.080 0.166 -0.108 0.21
H 2.03429 2.41731 0.21084 -0.160 -0.421 0.354 0.22
H 3.84969 0.62834 0.25602 0.186 -0.145 -0.181 0.19
H 5.70146 1.64247 1.46118 -0.037 0.104 -0.474 0.18
H 5.17729 0.15763 2.20534 -0.256 -0.405 -0.480 0.17
H 5.73714 1.67566 5.20152 -0.440 0.189 -0.249 0.20
H 6.77819 1.72066 3.76840 0.422 0.020 0.254 0.16
H 5.94612 0.24672 4.17293 -0.358 -0.227 -0.025 0.16
H 2.88982 -0.52488 1.97254 0.053 -0.309 -0.133 0.36
H 2.40118 0.78215 2.71429 -0.268 0.262 0.230 0.36
C -4.22197 3.95827 1.68268 0.484 0.241 0.690 -0.62
C -3.05428 3.04148 1.92910 -0.069 0.155 -0.536 -0.08
C -2.80941 2.85013 3.43028 0.321 -0.886 -0.836 -0.06
O -2.28824 3.96922 4.09902 -1.899 -0.462 0.891 -0.54
C -1.08577 4.53061 3.73506 0.348 0.630 -0.229 -0.24
N -3.38704 1.82619 1.17231 0.719 -0.569 0.421 -0.82
H -5.04954 3.51911 2.23980 -0.334 0.404 0.065 0.19
H -4.45118 3.88703 0.61944 -0.092 0.813 0.070 0.21
H -3.92878 4.93082 2.07802 -0.738 0.387 -0.338 0.22
H -2.18200 3.47940 1.44387 0.326 -0.093 0.161 0.18
H -2.19453 1.97093 3.62270 0.474 -0.126 -0.247 0.17
H -3.77583 2.56791 3.84800 -0.095 0.475 0.474 0.18
H -1.23902 5.20617 2.89349 0.340 -0.008 -0.385 0.16
H -0.29694 3.80725 3.52864 0.083 -0.150 -0.103 0.17
H -0.79892 5.15873 4.57844 0.235 -0.082 -0.004 0.19
H -4.37711 1.68131 1.30965 -0.270 -0.461 0.223 0.34
H -3.36557 2.14436 0.21397 0.226 -0.301 -0.409 0.35
C 1.55693 -5.15464 1.96687 4.479 2.230 -3.147 0.73
O 2.71438 -5.05488 2.22125 3.981 -0.524 1.298 -0.67
N 0.64839 -5.21379 2.83128 -5.176 -1.314 4.330 -0.81
N 1.15559 -4.87931 0.74459 -2.420 -0.083 -3.423 -0.83
H -0.10893 -5.77895 2.47468 -0.586 0.078 1.169 0.38
H 0.99803 -5.29098 3.77569 -0.489 -0.400 -0.043 0.41
H 1.74359 -4.96822 -0.07177 -0.024 -0.045 0.471 0.41
H 0.15268 -4.87700 0.62512 0.212 0.109 -0.695 0.37
C 2.35954 -3.15758 -5.42322 -1.683 4.013 5.180 0.74
O 2.46610 -2.66702 -4.27875 0.163 -0.758 -0.441 -0.71
N 1.31225 -2.88629 -6.15238 -3.041 0.325 -3.027 -0.81
N 3.23693 -3.88058 -5.97730 4.834 -4.046 -2.682 -0.80
H 0.61084 -2.18882 -5.94823 0.529 -0.151 0.423 0.42
H 1.29990 -3.24182 -7.09766 -0.301 0.168 0.156 0.37
H 3.23400 -4.12507 -6.95725 -0.249 0.102 0.272 0.39
H 4.04110 -4.23721 -5.48111 -0.341 0.416 0.213 0.41
C -4.37462 -3.73397 -2.46811 4.012 0.815 2.202 0.74
O -3.34340 -3.62201 -1.81582 0.606 0.191 0.308 -0.70
N -4.98036 -2.79037 -3.08916 -1.629 5.009 -2.268 -0.80
N -4.97300 -4.82611 -2.70077 -2.695 -6.425 -0.008 -0.79
H -5.81962 -3.06713 -3.57819 0.438 0.930 -0.347 0.37
H -4.36376 -2.08646 -3.46917 -0.611 0.411 0.022 0.41
H -4.73975 -5.63973 -2.14968 -0.255 0.090 -0.164 0.40
H -5.87361 -4.75539 -3.15244 0.270 -0.891 0.272 0.37
```
Forces are in eV/Å.

***

Question: The lowest electronic energy belongs to which entry?
Answer: C12H37AgN8O6